This record from the OMol25 dataset describes a 2-piece molecular cluster, C10H16O overall in a non-equilibrium geometry. The level of theory is ωB97M-V/def2-TZVPD.

Cartesian coordinates (Å):
1 C 1.486 1.728 -2.307
2 C 0.684 0.454 -2.085
3 C -0.536 0.524 -1.385
4 C -1.240 -0.634 -1.167
5 C -0.672 -1.852 -1.527
6 O -1.227 -3.040 -1.140
7 C 0.434 -1.937 -2.369
8 C 1.153 -0.751 -2.570
9 H 2.546 1.502 -2.283
10 H 1.255 2.457 -1.526
11 H 1.189 2.289 -3.198
12 H -0.955 1.452 -1.024
13 H -2.195 -0.642 -0.651
14 H -2.026 -2.894 -0.632
15 H 0.735 -2.946 -2.590
16 H 2.064 -0.729 -3.152
17 C -0.216 1.616 2.171
18 C -0.412 0.594 3.290
19 C -0.167 -0.841 2.767
20 H 0.841 1.792 1.982
21 H -0.691 2.547 2.496
22 H -0.690 1.393 1.215
23 H 0.312 0.865 4.064
24 H -1.399 0.590 3.751
25 H -1.142 -1.215 2.459
26 H 0.530 -0.832 1.927
27 H 0.338 -1.491 3.486

Atomic forces in eV per Å
C -0.747 0.109 0.363
C -0.234 1.340 0.294
C 0.458 -0.407 -0.705
C 0.053 -0.527 0.458
C -0.445 -0.296 -0.689
O 0.052 -0.220 -0.216
C -0.033 0.744 1.471
C -0.502 -0.572 -0.353
H 0.180 0.227 -0.228
H 0.226 -0.199 0.314
H 0.283 -0.470 -0.320
H 0.197 0.225 -0.146
H 0.078 0.118 0.109
H -0.133 0.135 0.110
H 0.433 0.000 -0.483
H 0.127 -0.212 -0.026
C -0.873 0.671 0.399
C 0.838 -0.697 -0.429
C 0.446 0.515 0.205
H 0.036 -0.009 0.012
H 0.345 0.225 -0.094
H -0.028 -0.463 0.123
H -0.147 -0.179 0.102
H -0.070 0.442 -0.086
H 0.261 -0.506 -0.146
H -0.251 0.084 -0.263
H -0.552 -0.077 0.227

Summary:
Maximum force: 1.65 eV/A
Kohn-Sham gap: 0.336 Ha
2S+1: 1
E_tot: -12676.63802 eV
Relative energy (zero: lowest compared OMol25 entry of this formula, charge and spin): 25.1 kcal/mol
SMILES: Cc1ccc(O)cc1.CCC


This record from the OMol25 dataset describes a 2-piece molecular cluster, C4H6O2 overall. The level of theory is ωB97M-V/def2-TZVPD.

Cartesian coordinates (Å):
1 C 1.517 -1.079 -0.102
2 C 1.049 0.089 0.248
3 C 0.460 1.217 0.566
4 O -0.293 1.442 1.687
5 H 0.889 -1.764 -0.673
6 H 2.523 -1.407 0.151
7 H 0.515 2.103 -0.060
8 H -0.312 0.625 2.205
9 C -1.586 -0.301 -1.003
10 O -1.448 -1.495 -1.114
11 H -2.030 0.164 -0.102
12 H -1.285 0.405 -1.801

Atomic forces in eV per Å
C -0.040 0.138 0.031
C -0.077 -0.002 0.005
C 0.213 -0.090 -0.283
O 0.011 -0.205 0.193
H 0.109 0.098 0.079
H -0.138 0.097 0.002
H 0.069 -0.142 0.061
H -0.024 0.151 -0.012
C 0.014 -0.265 -0.023
O -0.110 0.487 0.012
H 0.011 -0.128 -0.091
H -0.037 -0.138 0.026

Summary:
Maximum force: 0.50 eV/A
Kohn-Sham gap: 0.363 Ha
2S+1: 1
E_tot: -8337.21413 eV
Relative energy (zero: lowest compared OMol25 entry of this formula, charge and spin): 74.9 kcal/mol
SMILES: C=C=CO.C=O


This record from the OMol25 dataset describes C8H23BrClFK2MgN4O4S as an isolated structure in a non-equilibrium geometry. The level of theory is ωB97M-V/def2-TZVPD.

Cartesian coordinates (Å):
1 N -2.864 4.441 -0.078
2 S -1.475 3.541 -0.369
3 C -1.565 1.945 0.417
4 C -2.022 1.782 1.920
5 N -3.269 1.131 1.919
6 N -1.026 1.057 2.656
7 N -2.285 3.060 2.619
8 H -3.656 3.797 -0.124
9 H -2.898 4.970 0.781
10 H -0.502 4.176 0.324
11 H -0.547 1.570 0.294
12 H -2.177 1.370 -0.269
13 H -3.861 1.222 1.109
14 H -3.224 0.154 2.178
15 H -0.099 1.068 2.260
16 H -0.968 1.400 3.603
17 H -1.540 3.689 2.558
18 H -3.190 3.440 2.379
19 O -0.453 -1.993 -0.720
20 C -1.657 -1.653 -0.215
21 C -1.682 -1.945 1.286
22 O -2.923 -1.777 2.032
23 H -2.530 -2.171 -0.655
24 H -1.922 -0.568 -0.332
25 H -0.826 -1.403 1.697
26 H -1.360 -2.981 1.353
27 O 3.516 -1.052 0.509
28 C 3.420 -1.397 -0.637
29 O 4.274 -2.386 -1.080
30 C 4.143 -3.032 -2.416
31 C 4.698 -2.166 -3.472
32 C 2.482 -0.745 -1.625
33 H 3.101 -3.244 -2.651
34 H 4.646 -3.992 -2.317
35 H 4.147 -1.234 -3.553
36 H 4.576 -2.638 -4.444
37 H 5.755 -1.916 -3.324
38 H 2.961 0.156 -2.005
39 H 1.561 -0.487 -1.092
40 H 2.199 -1.352 -2.487
41 K 1.250 -3.134 -1.172
42 Mg 6.020 -2.093 0.121
43 F 2.357 -1.591 -4.483
44 Cl -6.110 1.035 2.339
45 K -1.112 5.346 2.452
46 Br -3.363 -3.398 2.713

Atomic forces in eV per Å
N 0.354 0.069 -0.162
S 0.064 -0.554 -1.154
C 0.636 0.203 0.690
C -1.152 -0.253 -0.168
N 0.939 -0.523 -0.036
N 0.500 0.390 -0.012
N -0.171 -0.618 -0.051
H -0.253 0.184 -0.037
H -0.348 -0.296 0.014
H -0.277 0.122 0.048
H 0.173 -0.129 -0.304
H -0.227 -0.167 -0.144
H -0.513 0.157 0.207
H -0.189 -0.109 0.286
H 0.070 -0.168 -0.142
H -0.213 -0.213 0.231
H 0.077 -2.136 0.000
H -0.378 -0.114 0.261
O -1.698 1.220 0.751
C -1.287 0.558 0.113
C 1.027 -0.643 -0.201
O 1.022 -0.228 -0.639
H 0.123 -0.073 -0.177
H 0.079 -0.103 -0.156
H -0.438 0.411 0.602
H -0.107 -0.117 0.013
O 0.277 -0.247 0.309
C -0.222 0.523 -1.126
O -1.090 -0.204 -0.043
C -0.112 -0.027 0.090
C 1.079 0.829 -0.556
C -0.177 -0.127 0.496
H 0.112 0.241 0.008
H 0.226 0.115 0.287
H -0.203 -0.160 -0.132
H -0.100 -0.037 -0.014
H 0.047 -0.373 0.203
H 0.062 -0.029 -0.061
H 0.185 0.110 0.067
H 0.386 0.299 -0.755
K 1.056 -1.849 -0.489
Mg 0.828 0.000 0.508
F -0.488 -0.162 0.533
Cl -0.221 0.354 -0.279
K 1.127 3.798 0.769
Br -0.587 0.074 0.353

Summary:
Maximum force: 4.04 eV/A
Kohn-Sham gap: 0.054 Ha
2S+1: 1
E_tot: -157019.85345 eV
Relative energy (zero: lowest compared OMol25 entry of this formula, charge and spin): 0.0 kcal/mol


This record from the OMol25 dataset describes C16H43N8NiO3P2Sb as an isolated structure in a non-equilibrium geometry. The level of theory is ωB97M-V/def2-TZVPD.

Cartesian coordinates (Å):
1 Ni 0.198 0.357 -0.106
2 C 2.731 -2.090 2.562
3 N 2.025 -0.882 2.122
4 C 2.750 0.347 2.487
5 P 0.373 -0.860 2.361
6 O -0.177 0.453 1.923
7 O -0.103 -2.124 1.469
8 P -0.659 -2.267 -0.044
9 O -1.189 -0.991 -0.613
10 N 0.704 -2.738 -0.875
11 C 0.541 -2.697 -2.340
12 C 1.356 -3.978 -0.438
13 N -1.796 -3.435 0.061
14 C -1.775 -4.506 1.052
15 C -3.064 -3.275 -0.662
16 N -0.134 -1.301 3.851
17 C -0.070 -0.277 4.900
18 C -0.216 -2.677 4.332
19 H 3.705 -2.126 2.074
20 H 2.169 -2.982 2.292
21 H 2.894 -2.094 3.644
22 H 3.687 0.385 1.928
23 H 2.996 0.372 3.553
24 H 2.153 1.224 2.245
25 H 0.012 -1.792 -2.632
26 H -0.012 -3.566 -2.711
27 H 1.529 -2.702 -2.801
28 H 1.431 -4.008 0.647
29 H 2.362 -4.011 -0.856
30 H 0.811 -4.863 -0.780
31 H -0.784 -4.612 1.489
32 H -2.040 -5.449 0.572
33 H -2.498 -4.315 1.849
34 H -2.984 -2.473 -1.391
35 H -3.880 -3.039 0.024
36 H -3.305 -4.204 -1.180
37 H -0.088 0.717 4.456
38 H 0.828 -0.381 5.515
39 H -0.937 -0.375 5.553
40 H -0.326 -3.363 3.496
41 H -1.093 -2.773 4.974
42 H 0.661 -2.961 4.918
43 C -4.479 4.191 -2.104
44 C -3.410 5.280 -2.133
45 C -2.664 5.305 -3.464
46 C -2.448 5.167 -0.943
47 N -1.586 3.990 -0.998
48 C -1.800 2.754 -0.550
49 N -0.719 2.048 -0.812
50 N 0.162 2.893 -1.395
51 N -0.353 4.051 -1.509
52 H -5.197 4.358 -2.905
53 H -5.030 4.197 -1.161
54 H -4.044 3.199 -2.257
55 H -3.901 6.246 -1.990
56 H -2.170 4.351 -3.662
57 H -1.912 6.094 -3.485
58 H -3.368 5.488 -4.274
59 H -3.013 5.121 -0.013
60 H -1.783 6.028 -0.925
61 H -2.711 2.386 -0.107
62 C 2.246 0.810 -3.486
63 Sb 2.299 0.549 -1.368
64 C 3.783 -0.987 -1.182
65 C 3.461 2.268 -0.856
66 H 3.275 0.774 -3.841
67 H 1.818 1.787 -3.698
68 H 1.661 0.035 -3.974
69 H 4.747 -0.522 -1.378
70 H 3.603 -1.770 -1.916
71 H 3.772 -1.417 -0.184
72 H 4.430 2.154 -1.339
73 H 3.594 2.355 0.219
74 H 2.951 3.148 -1.236

Atomic forces in eV per Å
Ni -1.252 1.169 0.250
C 0.049 -0.045 0.001
N -0.536 0.319 0.024
C 0.069 0.012 -0.025
P 0.369 -1.457 1.344
O -0.061 0.120 -0.750
O -0.080 0.304 -0.063
P -0.121 -1.881 0.181
O 0.384 0.421 0.071
N -0.391 0.289 0.161
C 0.019 -0.009 0.003
C 0.033 -0.019 0.023
N 0.178 0.744 -0.134
C 0.012 -0.104 0.055
C -0.138 -0.037 0.011
N 0.159 0.313 -0.562
C 0.010 0.080 0.159
C -0.027 -0.114 0.058
H -0.013 -0.046 -0.009
H 0.051 0.014 0.002
H -0.017 0.042 -0.010
H -0.018 -0.018 -0.003
H -0.028 -0.006 -0.010
H 0.042 0.001 -0.003
H 0.041 -0.003 -0.030
H 0.004 0.012 0.019
H -0.008 0.001 0.012
H 0.033 -0.019 -0.053
H 0.007 -0.001 0.023
H -0.009 0.020 -0.002
H -0.022 -0.035 -0.002
H 0.047 0.007 -0.016
H 0.032 0.048 -0.008
H -0.022 -0.026 -0.025
H 0.061 -0.003 0.028
H 0.046 0.016 -0.015
H -0.018 0.001 0.033
H 0.003 -0.031 -0.062
H -0.031 -0.003 -0.065
H -0.004 -0.020 0.046
H -0.014 0.010 -0.042
H 0.018 0.051 -0.044
C 0.036 0.133 0.031
C 0.090 -0.214 -0.026
C -0.059 0.085 0.078
C -0.405 0.462 -0.273
N -0.039 -0.383 0.350
C 0.000 -0.058 -0.363
N 0.322 -0.067 0.343
N -0.019 0.001 -0.111
N 0.033 0.028 -0.080
H -0.004 -0.068 -0.009
H 0.002 -0.043 -0.003
H -0.022 -0.010 -0.023
H 0.000 0.009 0.018
H -0.002 0.003 -0.022
H 0.017 -0.029 -0.027
H 0.030 -0.019 -0.029
H 0.126 -0.018 0.079
H 0.066 -0.064 0.114
H 0.022 0.093 0.087
C -0.017 -0.030 0.296
Sb 1.402 0.118 -1.005
C -0.245 0.219 -0.012
C -0.150 -0.269 -0.006
H -0.010 -0.001 -0.023
H -0.018 -0.010 0.005
H -0.004 -0.015 0.028
H 0.022 -0.059 -0.005
H -0.013 0.017 -0.003
H -0.028 0.017 0.022
H 0.010 0.040 0.011
H 0.008 -0.007 -0.006
H -0.009 0.021 -0.011

Summary:
Maximum force: 2.02 eV/A
Kohn-Sham gap (alpha / beta): 0.382 / 0.290 Ha
Net charge: +2
2S+1: 3
E_tot: -101501.75111 eV
Relative energy (zero: lowest compared OMol25 entry of this formula, charge and spin): 14.8 kcal/mol


Question: Which formula does entry 4 have?
Answer: C16H43N8NiO3P2Sb


Question: Among the records above, which one has the highest maximum force?
Answer: C8H23BrClFK2MgN4O4S


Question: The lowest maximum force belongs to which entry?
Answer: C4H6O2